1.
The following is a quantum chemistry calculation of a 2-piece molecular cluster, C13H23N2O9 overall, from OMol25.

Computed properties:
- Orbital gap: 0.33218 Ha
- Energy above the lowest of the compared OMol25 structures with the same formula, charge and spin: 0.00 kJ/mol
- LUMO energy: 2.7 eV
- Net charge: -1
- Multiplicity: 1
- Highest occupied orbital energy: -0.2316 Eh

XYZ file:
```
47
C13H23N2O9, DFT ωB97M-V/def2-TZVPD
O 2.87403 5.00608 2.97286
O -1.77277 -0.85185 -7.05498
O -1.10336 0.08365 2.62577
O 2.56039 1.17573 4.68344
O -0.52391 -0.53013 0.57661
O -0.54807 -4.38305 -1.92015
O -0.63205 -3.02168 -5.99095
O -1.51926 -1.86752 -1.41398
O -2.69789 -1.50053 -3.63278
C 2.06701 4.16214 3.33638
C -1.41428 -0.69529 -5.88777
C -0.33636 0.11578 1.63777
C 1.42097 1.10324 4.22425
N 0.49510 0.33375 4.80423
N 1.93736 3.02041 2.66804
C 1.18813 4.43628 4.53955
C -1.48970 0.70323 -5.28860
C 0.71273 -0.47496 5.99996
C 0.25896 -3.26944 -2.31818
C -0.74473 -1.86597 -5.13191
C -0.64871 -2.05385 -2.55712
C -1.50278 -2.25757 -3.83464
C 0.90589 1.02205 1.70144
C 1.01325 1.90806 2.96270
H -1.19337 -4.05371 -1.26271
H -1.31220 -2.95449 -6.69173
H -1.06992 -1.37700 -0.65172
H -2.82685 -1.48327 -2.65599
H -0.38106 0.22188 4.29125
H 2.58988 2.88789 1.91461
H 1.40752 3.70253 5.31253
H 0.14222 4.37516 4.24850
H 1.40847 5.43399 4.91334
H -0.92308 0.74800 -4.35492
H -1.07622 1.43440 -5.98775
H -2.53192 0.95536 -5.07603
H -0.19219 -1.03482 6.23862
H 0.97541 0.17451 6.83603
H 1.53408 -1.17135 5.82205
H 0.97543 -3.03253 -1.52445
H 0.82555 -3.51263 -3.22300
H 0.26743 -1.54607 -4.86907
H -0.03306 -1.15597 -2.67150
H -1.78495 -3.31498 -3.90208
H 1.80393 0.40712 1.62131
H 0.87283 1.67328 0.82545
H 0.02213 2.32414 3.14531
```

=====

2.
The following is a quantum chemistry calculation of C36H24BrCoF8GeN2OS as an isolated structure, from OMol25.

Computed properties:
- Orbital gap (spin up / spin down): 0.30648 / 0.18683 Ha
- LUMO energy (spin up / spin down): -3.1 / -6.3 eV
- Net charge: +1
- Multiplicity: 6
- Highest occupied orbital energy (spin up / spin down): -0.4213 / -0.4193 Eh

XYZ file:
```
75
C36H24BrCoF8GeN2OS, DFT ωB97M-V/def2-TZVPD
Co -0.27705 -0.69178 0.17679
C 5.19732 -1.71349 -0.02428
C 3.92057 -0.93363 0.07995
C 3.72209 0.04945 1.05537
C 2.50400 0.68738 1.19105
C 1.49841 0.34064 0.29177
Br -0.73100 -0.59921 2.45221
N 1.69803 -0.55506 -0.63859
C 2.85882 -1.21079 -0.76490
H 6.00919 -1.21265 0.49855
H 5.48784 -1.86638 -1.06274
H 5.06008 -2.69804 0.42722
H 4.53101 0.30598 1.72871
H 2.32301 1.40876 1.97526
H 2.93528 -1.96027 -1.54544
F 0.34852 -6.20204 -3.09063
C 0.33478 -5.41234 -2.01137
F -0.36500 -6.03169 -1.05612
F 1.60675 -5.29221 -1.58386
C -0.23845 -4.05403 -2.34150
C -0.76480 -3.79298 -3.59253
C -1.21310 -2.51059 -3.87977
C -1.10604 -1.52936 -2.90376
N -0.63810 -1.78130 -1.69149
C -0.22182 -3.02626 -1.38159
S 0.28634 -3.20569 0.25049
H -0.81138 -4.58173 -4.33059
H -1.62536 -2.27384 -4.84979
H -1.41067 -0.50855 -3.10210
F -6.43056 -1.11065 -2.69356
C -5.32721 -0.65494 -2.11356
C -4.86372 0.61891 -2.39188
F -5.51913 1.39531 -3.24518
C -3.70341 1.07993 -1.79820
F -3.25005 2.29290 -2.12735
C -2.97430 0.31967 -0.88031
O -1.84306 0.75608 -0.28870
C -3.48409 -0.95595 -0.62093
F -2.81996 -1.73396 0.25302
C -4.61818 -1.45345 -1.23136
F -5.02630 -2.69178 -0.97580
C 0.50165 3.39308 4.60041
C 1.18363 3.29810 3.39506
C 0.49543 2.99294 2.23063
C -0.87609 2.76100 2.28256
C -1.56274 2.87409 3.48660
C -0.87086 3.19755 4.64580
Ge -1.89512 2.62139 0.60252
C -0.94631 3.63282 -0.78719
C -0.36997 3.02666 -1.89701
C 0.27854 3.80419 -2.84482
C 0.35875 5.18043 -2.68208
C -0.19352 5.78320 -1.56208
C -0.84391 5.01014 -0.61146
C -3.81943 2.51586 1.01972
C -4.77292 3.39371 0.51652
C -6.11566 3.18968 0.80215
C -6.50467 2.11964 1.59526
C -5.55035 1.25466 2.11638
C -4.20801 1.45190 1.83158
H 1.04362 3.62891 5.50690
H 2.24925 3.48741 3.36013
H 1.01861 2.94833 1.28161
H -2.63158 2.70958 3.52831
H -1.40708 3.30259 5.57963
H -0.42484 1.95152 -2.01859
H 0.71442 3.33513 -3.71759
H 0.85725 5.78381 -3.42911
H -0.12560 6.85467 -1.42803
H -1.27830 5.47877 0.26515
H -4.47238 4.22751 -0.10598
H -6.85836 3.86730 0.40158
H -7.55216 1.96651 1.81911
H -5.85078 0.42659 2.74525
H -3.46234 0.77423 2.23792
```